No. 1
Entry from OMol25: 8 unconnected molecules or ions with the total composition C30H52O18S2 at a distorted geometry (ωB97M-V with the def2-TZVPD basis set).

## Properties
Molar mass: 764.9 g mol⁻¹
Energy relative to the best compared isomer or geometry (same formula, charge and spin): 271.93 kJ/mol
E_HOMO: -9.4 eV
F_max: 5.190 eV/A
Energy: -3324.89552 a.u.
Lowest unoccupied orbital energy: 0.1 eV
SMILES: C[C@H]1COC(=O)O1.C[C@H]1COC(=O)O1.C[C@H]1COC(=O)O1.C[C@H]1COC(=O)O1.O=S1(=O)CCCC1.O=S1(=O)CCCC1.CC(C)=O.CC(C)=O
Charge: 0

CARTESIAN COORDINATES (ANGSTROEM)
1 H -6.2477 -3.5079 -1.3624
2 H -0.8089 0.3399 3.8702
3 H -1.2917 -2.6430 0.6469
4 C 2.2779 -3.0087 -6.0719
5 H 0.5795 -7.4673 2.2300
6 H 2.0223 -1.2387 -1.3303
7 C -1.2593 0.5450 4.8414
8 H -2.6431 4.6849 -7.0450
9 H -1.3554 -1.4008 5.8864
10 O -1.0769 -3.8745 -6.0255
11 H -7.8404 -3.1774 -0.6469
12 H -3.2983 -7.3972 1.5326
13 S -3.1332 0.0242 6.5323
14 C -1.4095 -6.7051 2.4647
15 C -6.7654 -3.1628 -0.4674
16 O 0.5214 7.1532 2.4626
17 O 2.7822 -1.5323 2.6101
18 O -2.6750 -0.1852 7.8915
19 H -0.6025 4.3040 -0.6099
20 C -0.1979 7.7371 1.4760
21 O 6.1169 3.2847 2.7730
22 H -1.9436 -8.0387 0.6747
23 H -5.2274 -2.5447 1.9515
24 H 7.8794 1.9373 5.1660
25 H -0.5303 1.1891 -7.4626
26 O -6.7429 -5.2103 0.8688
27 H 0.7394 2.3208 -6.9727
28 H 1.0386 4.7580 -0.5443
29 O -4.5050 -0.3669 6.2200
30 H -3.1153 2.9435 -6.9225
31 O -0.4068 6.8187 0.5138
32 H -6.5955 -3.2474 2.6775
33 O -1.5280 1.0147 -4.8960
34 C -1.9861 -0.7241 5.3097
35 H 8.9172 1.7096 2.6581
36 H 2.9861 -3.6848 -6.5510
37 C 2.1151 -1.4331 1.5740
38 H 1.9543 6.0360 1.4740
39 H 2.1020 -1.1258 -5.1767
40 H 6.3210 2.8167 5.1596
41 H -1.3771 -2.0915 -1.0437
42 C 7.0065 2.2066 4.5714
43 C 0.1413 -3.6754 -5.8221
44 C 0.1977 4.5064 0.1020
45 C 1.4118 -0.8409 -0.5196
46 H -3.9910 2.0851 6.1284
47 C -0.3359 2.1995 -7.1029
48 O 0.9738 -3.0228 -6.6329
49 C 2.7466 -1.6156 -5.9065
50 C -0.2161 -7.4995 2.9743
51 O 0.7763 -4.1757 -4.7718
52 S -0.7900 2.2508 -5.2325
53 H -1.1237 5.3289 1.6628
54 H -0.4089 0.8699 5.4409
55 H -2.6292 3.6750 -4.5778
56 H 2.7033 -1.0837 -6.8569
57 O 0.9533 -2.0853 1.3787
58 H 0.8114 -0.0230 -0.9180
59 C 1.0027 5.8621 1.9764
60 H -5.1422 -4.2073 2.5682
61 H 0.5095 3.5850 0.5938
62 H 2.1245 -3.1928 -3.8490
63 C -2.2635 -7.1812 1.2666
64 C -1.8685 3.7585 -5.3540
65 C -2.3163 3.6746 -6.7989
66 H -0.4232 4.1758 -8.0009
67 C 8.2754 2.5001 2.2691
68 C 2.1118 -3.8010 -4.7534
69 H 3.8140 -1.5133 -5.7107
70 O 2.2572 -0.5063 0.5526
71 H 8.9980 3.1517 1.7778
72 H 0.9177 -3.0344 -0.4509
73 H -1.2801 4.6739 -5.2905
74 H -0.0004 -7.0129 3.9255
75 H -3.2046 1.6179 4.1001
76 H 6.5689 1.2664 4.2357
77 O 5.2408 2.9648 0.7011
78 H -2.3038 -6.3444 0.5693
79 C -5.7594 -3.4933 2.0229
80 H 1.0793 5.1553 2.8026
81 O 7.3790 2.2338 1.2768
82 C -2.9540 1.7519 6.1709
83 H -1.4453 3.0183 -8.7475
84 C 7.3698 3.0767 3.3795
85 H -2.5442 -1.2665 4.5466
86 H -0.5241 -8.5162 3.2183
87 C -1.0737 3.3317 -7.7719
88 C 6.2074 2.8767 1.4816
89 H -2.4600 2.3360 6.9474
90 C 0.5770 -2.0978 -0.0096
91 H -6.5162 -2.1157 -0.2955
92 C -0.9259 -1.9068 -0.0688
93 C -6.4008 -4.0205 0.7591
94 H -1.1100 -0.8590 0.1689
95 C -0.2135 5.5668 1.1122
96 H 7.8114 4.0440 3.6193
97 H -1.8426 2.6755 4.6681
98 O -1.7711 -5.6785 3.0298
99 O 0.4059 2.6054 -4.4885
100 H 2.6659 -4.7358 -4.6682
101 C -2.3485 1.7152 4.7678
102 O -0.6408 8.9155 1.4960

No. 2
Entry from OMol25: a molecular structure, C30H53Br3N3ORuSi (ωB97M-V with the def2-TZVPD basis set).

## Properties
Molar mass: 840.6 g mol⁻¹
<S²>: 0.787
Energy relative to the best compared isomer or geometry (same formula, charge and spin): 0.00 kJ/mol
E_HOMO (spin up / spin down): -6.5 / -6.9 eV
F_max: 0.700 eV/A
Energy: -9520.90857 a.u.
Lowest unoccupied orbital energy (spin up / spin down): 0.2 / 0.1 eV
Spin multiplicity: 2
Charge: 0

CARTESIAN COORDINATES (ANGSTROEM)
1 H 2.1965 -2.3688 3.9363
2 H 2.2570 -4.6937 -0.9207
3 H -4.1354 4.6215 1.7518
4 H 2.4009 -1.9329 0.4155
5 H 4.2375 3.4193 0.0411
6 H 2.7015 1.4649 -1.0125
7 C -1.0856 5.1389 -1.7238
8 C -2.7890 4.9926 0.1070
9 C 0.6028 -4.5358 3.4388
10 C 1.7911 -2.4096 2.9202
11 Si -0.4265 -3.0356 1.2443
12 H -3.0962 -2.9960 2.6779
13 C 0.4130 -3.0839 2.9664
14 C -1.3423 2.8499 1.0516
15 C 1.9833 2.0332 -0.3763
16 C -0.3935 -2.3280 4.0350
17 C -2.9563 -3.6424 0.0090
18 C 2.6857 2.2038 0.9750
19 H 1.1664 -4.5319 4.3772
20 H 2.3477 -2.2848 -1.3043
21 H 0.1282 -2.4311 4.9919
22 H 4.1585 1.1319 2.1734
23 H 2.8876 4.3509 0.6919
24 H 2.5100 -2.9533 2.3087
25 H -3.8407 -4.2878 0.0162
26 H 2.3261 2.3209 -5.0567
27 H -3.7535 -4.5880 2.2983
28 H 1.1901 -1.1542 -0.5953
29 H 1.9532 0.9382 -4.0465
30 N -0.8783 3.4828 -0.0050
31 H 1.1627 -5.1441 2.7262
32 H -1.1947 -5.7378 -0.0935
33 H 1.7252 -1.3851 2.5505
34 H -0.4599 -1.2641 3.8064
35 Ru 0.6631 2.9301 -1.3182
36 C 0.7785 -3.2833 -0.2293
37 C 3.5246 3.4825 0.8677
38 H -0.2486 0.0276 -5.0671
39 H 2.9211 2.4993 -2.6933
40 H -1.6404 1.0029 -4.6590
41 C 0.0004 -3.4312 -1.5448
42 H 4.0913 3.6410 1.7903
43 C 0.2128 2.0904 -4.6431
44 H 0.1405 2.3298 -5.7057
45 C 1.7274 -2.0882 -0.4229
46 H -1.4041 -2.7052 4.1701
47 C -2.8248 -4.0245 2.4319
48 H 0.4849 0.0007 -2.7011
49 H 4.3717 0.9344 0.4280
50 H -3.2928 -2.6176 0.1652
51 H 2.3066 -4.4590 0.8207
52 H 2.3043 2.4624 3.0840
53 O -0.0175 4.6816 -2.2897
54 C 1.6835 1.9783 -4.2414
55 C 3.6282 1.0184 1.2238
56 H -0.6579 -2.5790 -1.7263
57 N 1.9931 2.7552 -3.0191
58 H 0.7176 -3.4769 -2.3709
59 H -0.7561 2.0130 1.4004
60 Br -5.0697 6.7546 0.3022
61 C -1.8285 6.2026 -2.2247
62 C -3.4712 6.0887 -0.4744
63 C -3.2299 4.2991 1.2567
64 C -1.6542 -5.5808 0.8828
65 H -1.8973 1.6391 -2.2577
66 C -0.5942 0.8175 -4.3930
67 H -2.3045 -4.4575 3.2850
68 H -1.1377 -0.6404 -2.9235
69 N -0.9833 1.2760 -2.0008
70 C -2.5186 3.2291 1.7164
71 H 1.1230 1.4320 2.2680
72 C -2.0120 -4.1064 1.1308
73 H -0.3453 -5.0367 3.6345
74 H 1.0368 -5.4496 0.1004
75 H -1.0791 0.8468 -1.0866
76 C 1.6339 -4.5457 -0.0326
77 H -2.5160 -3.7050 -0.9834
78 C -2.9942 6.6738 -1.6132
79 H -0.2258 2.9386 -4.1118
80 C -0.5370 0.2756 -2.9738
81 H 3.0726 0.0801 1.2596
82 Br -1.1537 -0.8889 1.0129
83 Br -1.2399 7.0346 -3.8156
84 H -2.5726 -6.1764 0.9072
85 H -3.5221 7.5057 -2.0584
86 H -2.8361 2.6686 2.5843
87 H 1.0811 3.1983 2.0495
88 H 2.0384 3.7410 -3.2700
89 C -1.6014 4.5420 -0.5108
90 H -0.5965 -4.3418 -1.5845
91 C 1.7363 2.3308 2.1588
92 H -0.9821 -5.9880 1.6397